{
  "formula": "C6H13N",
  "method": "ωB97M-V/def2-TZVPD",
  "lumo_energy_ha": 0.0429,
  "charge": 0,
  "homo_lumo_gap_ev": 8.9,
  "largest_force_ev_per_a": 1.1,
  "smiles": "CCC/C=C/NC",
  "relative_energy_kcal_mol": 19.57,
  "elements": ["C", "C", "C", "C", "C", "N", "C", "H", "H", "H", "H", "H", "H", "H", "H", "H", "H", "H", "H", "H"],
  "positions_angstrom": [[0.62347, -1.68410, 2.29874], [1.71933, -0.78203, 1.72436], [1.43988, -0.42796, 0.26743], [0.35619, 0.58854, 0.00351], [-0.51449, 0.53022, -0.99920], [-1.60465, 1.38944, -1.22228], [-2.22615, 1.31550, -2.53607], [0.12064, -1.24700, 3.16148], [-0.12366, -1.97460, 1.55969], [0.92607, -2.66305, 2.68719], [2.71789, -1.20549, 1.76904], [1.75917, 0.16156, 2.27723], [1.27265, -1.33873, -0.31656], [2.35943, 0.00961, -0.14300], [0.31630, 1.40780, 0.71974], [-0.53050, -0.31873, -1.67498], [-1.39823, 2.33533, -0.93526], [-3.04762, 2.02715, -2.58241], [-2.69422, 0.35416, -2.75607], [-1.47147, 1.52238, -3.30259]],
  "forces_ev_per_a": [[-0.2026, -0.7572, 0.6327], [-0.6238, 0.2591, -0.2078], [0.5782, 0.4708, -0.8701], [0.0337, -0.2868, 0.4174], [-0.7345, -0.2277, 0.1956], [0.2441, -0.2735, 0.1702], [0.2573, 0.3149, -0.0318], [-0.1849, 0.2591, -0.2038], [-0.1362, 0.4673, -0.1275], [0.6464, 0.1749, -0.1180], [0.0292, -0.2847, 0.1806], [0.0587, -0.1115, 0.1202], [-0.1127, 0.0220, 0.0252], [0.1152, -0.1276, 0.0427], [-0.0911, 0.0918, -0.1116], [0.2016, -0.1180, 0.0067], [-0.1935, 0.0076, -0.0220], [0.1555, 0.2327, -0.0931], [0.2971, -0.1807, 0.3411], [-0.3380, 0.0679, -0.3469]]
}